Record 1
C4H9N3 | ωB97M-V/def2-TZVPD

Last column: Mulliken charge in e.
Cartesian coordinates (Å):
H (-0.23334, -1.55856, -0.59441)  0.428
H (0.76302, 2.22618, -0.02808)  0.419
H (-3.21339, 0.12605, 0.49564)  0.343
C (-0.11390, -0.60747, -0.25243)  0.001
N (-1.09657, 1.23573, 0.49271)  -0.266
N (0.88490, 0.14827, 0.02894)  0.127
H (2.13971, -1.20959, -0.85536)  0.316
H (2.89844, -0.23705, 0.43422)  0.362
H (-2.94466, -0.09476, -1.29923)  0.361
C (0.35938, 1.37898, 0.55958)  -0.330
H (0.51422, 1.56134, 1.55414)  0.352
H (-2.50566, -1.52550, -0.14835)  0.303
C (2.18197, -0.19048, -0.45083)  -0.709
C (-2.55606, -0.39840, -0.26402)  -0.638
H (2.55170, 0.49604, -1.20559)  0.357
N (-1.29406, 0.11392, -0.02534)  0.574

Computed properties:
**LUMO level**: -12.16 eV
**HOMO**: -22.2 eV
**Total charge**: +2
**Energy above the lowest of the compared OMol25 structures with the same formula, charge and spin**: 73.6 kcal per mole
**Structure (SMILES)**: C[N+]1=C[N+](C)=NC1
**Molecular weight**: 99.14 Da
**Max |F|**: 3.929 eV Å⁻¹
**Calculated total energy**: -8742.560 eV



Record 2
C39H59BCrN6S3Sb2 | ωB97M-V/def2-TZVPD

Last column: Mulliken charge in e.
Cartesian coordinates (Å):
H (-1.35045, 2.87759, 3.93893)  0.700
H (-2.04739, 1.38454, 3.29583)  0.246
H (-2.94883, -2.44706, 5.01626)  0.499
H (1.48757, 3.48587, -1.03342)  0.175
C (2.25538, 4.33460, 2.40158)  0.678
H (-6.77966, 1.63876, 2.13822)  0.472
H (-6.64591, -3.34169, -1.61307)  0.575
C (-2.55666, 2.86834, -3.35303)  -1.967
C (-1.12954, 1.95623, 3.40665)  -1.268
C (-1.10056, -1.25362, 2.47836)  0.094
H (-7.55543, 3.23973, 0.28449)  0.417
H (-4.74035, -3.61333, 4.91037)  0.376
H (5.92173, 5.11775, 3.46495)  0.447
C (-5.42857, -0.96887, 4.58277)  -1.677
H (-1.99876, 4.09755, -0.04193)  0.514
H (-2.13135, 4.47023, 1.68213)  0.695
N (-2.66781, 0.47224, -0.45239)  0.769
C (-2.08014, 3.66678, 0.95246)  -1.189
N (-3.87737, 0.66294, 0.02096)  0.059
H (-4.51292, -5.41787, -0.71415)  0.347
H (-7.90392, 0.62766, 0.17415)  0.468
C (-0.72856, -2.42760, -1.39151)  0.415
C (-1.36453, -1.77807, 3.76952)  0.286
C (-2.18950, 1.22187, -1.47477)  0.506
N (-1.82423, -1.87220, -0.84771)  0.418
H (-5.10491, 1.08362, 1.94964)  -0.115
C (5.03030, 1.35491, -0.35425)  -1.127
C (-3.67637, -1.78640, 3.08754)  0.245
C (-4.75018, -5.28861, -1.76734)  -1.677
C (-3.05067, 2.08623, -2.19489)  0.201
C (-4.34595, 2.17678, -1.74062)  -0.714
H (5.42625, 2.30354, -0.00532)  0.392
C (-2.12759, -3.99423, -2.49872)  -0.455
H (2.95152, 3.17675, -1.98259)  0.532
H (4.20568, 6.90902, 3.47388)  0.438
H (-5.29095, 0.04880, 4.22293)  0.254
C (-3.23100, -3.33796, -1.90974)  0.070
H (-4.10370, -5.93248, -2.35651)  0.402
H (-0.68968, -2.32637, 5.70988)  0.465
H (-5.06222, 2.78631, -2.26249)  0.619
H (-5.92603, -4.03245, -3.88139)  0.481
H (-3.31952, 3.55303, -3.70876)  0.443
C (-4.63078, -3.81591, -2.19062)  2.220
H (-5.04587, -4.15360, 3.25490)  0.389
H (-7.09377, 0.54509, -1.38263)  0.438
C (-5.64289, -2.97530, -1.42101)  -2.022
C (-5.84000, 1.81279, 1.62159)  -1.439
H (-2.28445, -4.84307, -3.14227)  0.477
C (4.91158, 4.90455, 3.15893)  -0.827
H (-6.36336, -3.55892, 4.25937)  0.486
H (-4.80222, -2.68393, -4.04881)  0.365
H (-6.46274, -1.08638, 4.89100)  0.477
C (-6.04765, -1.77573, 2.29150)  -1.853
H (-0.40811, 1.38128, 3.97824)  0.396
H (-7.08688, 2.96186, -1.38040)  0.433
N (-2.09613, -1.08994, 1.58140)  0.549
H (0.63242, 4.90799, 1.17469)  0.598
C (3.94407, 5.90644, 3.17314)  -0.710
C (0.34616, -4.19320, -2.84898)  -1.915
C (2.64470, 5.61411, 2.78685)  -0.815
H (5.51846, 0.53358, 0.16352)  0.394
H (-5.58256, -1.93395, -1.72263)  0.291
H (0.21365, 4.61393, 2.84606)  0.744
H (-6.01984, 3.87520, -0.29685)  0.496
S (0.50260, -0.77135, 2.09799)  -0.326
H (-5.79490, -2.45911, 1.48775)  0.255
H (-2.28039, 2.19385, -4.16273)  0.383
H (0.05582, -5.02436, -3.48569)  0.419
Sb (2.91038, 1.36510, 0.01721)  0.668
H (1.91135, 6.40681, 2.78840)  0.521
Sb (-0.36958, 2.46249, 1.46047)  0.209
H (-4.24664, -4.34626, -4.28038)  0.393
C (0.80690, 4.22765, 2.01433)  -1.316
H (5.21039, 1.26241, -1.42195)  0.384
C (-5.31524, -3.41931, 4.01062)  -1.811
N (-3.35669, -1.34718, 1.89132)  0.100
H (-5.44086, -3.04138, -0.35724)  0.234
H (1.01875, -4.55906, -2.07334)  0.408
C (-6.70780, 3.03326, -0.36490)  -2.163
C (-4.70655, 1.51229, -0.54873)  -0.610
H (1.96547, 1.57180, 2.63601)  -0.020
S (0.82138, -1.76461, -1.05552)  -0.334
C (-0.84974, -3.55268, -2.25154)  0.442
C (-6.93452, 0.54412, -0.30651)  -1.378
C (2.92054, 1.89620, 2.22004)  -1.015
H (-5.95783, -0.76162, 1.92951)  0.103
C (-0.27880, -2.00075, 4.75828)  -1.965
C (3.22613, 3.30975, 2.43010)  1.078
C (-6.04698, 1.73299, 0.10163)  2.531
H (5.29385, 2.85148, 2.76699)  0.471
H (0.41666, -2.76051, 4.40215)  0.400
C (-4.90584, -3.70825, -3.69883)  -1.741
C (-2.67857, -2.04620, 4.05336)  -0.769
H (-7.07693, -1.95484, 2.58738)  0.632
Cr (0.26195, 0.13409, 0.03234)  -0.342
H (-2.98687, 3.07420, 1.02640)  0.070
H (3.71450, 1.25373, 2.60453)  0.784
C (4.55612, 3.63768, 2.76331)  -0.870
H (-6.47790, -0.39876, -0.02951)  0.025
H (0.30013, -1.09239, 4.91819)  0.386
H (-1.66223, 3.43488, -3.10072)  0.402
C (-5.11695, -1.99420, 3.47544)  2.265
N (-3.04166, -2.31464, -1.10545)  -0.227
H (3.07898, 4.03716, -0.44055)  0.468
H (0.90981, -3.47326, -3.44124)  0.431
S (-0.50513, 1.18854, -1.82573)  -0.428
H (-5.48722, 2.80677, 1.89571)  0.444
H (-4.80142, -1.11425, 5.45811)  0.406
B (-1.75158, -0.64123, 0.12280)  1.066
C (2.54863, 3.25090, -0.97396)  -1.216
H (-5.77268, -5.61681, -1.92966)  0.477

Computed properties:
**Multiplicity**: 2
**LUMO level (spin up / spin down)**: -10.78 / -11.04 eV
**HOMO (spin up / spin down)**: -14.9 / -14.9 eV
**Total charge**: +3
**Molecular weight**: 1014.47 Da
**Max |F|**: 2.115 eV Å⁻¹
**Calculated total energy**: -124994.690 eV
**Expectation value of S²**: 1.190



Record 3
C12H21N2 | ωB97M-V/def2-TZVPD

Last column: Mulliken charge in e.
Cartesian coordinates (Å):
H (0.38221, -0.43418, 1.77715)  0.571
C (1.07144, -0.01271, -1.52390)  -0.490
H (-2.60690, 2.67936, -0.32639)  0.315
N (-2.02006, -0.56774, -0.38216)  0.076
C (2.41901, -0.37572, -1.52526)  -0.988
H (-0.76161, 3.04213, 1.91894)  0.336
H (-1.00105, -2.15686, 0.68948)  0.352
H (2.96748, -0.47682, -2.47456)  0.318
H (-2.62258, 2.94499, 1.42209)  0.423
H (-1.03790, -1.89907, -1.74697)  0.389
H (-0.00899, 1.50648, 2.42277)  0.292
C (-2.58617, 2.16853, 0.64971)  -0.990
H (-1.98908, -1.02394, 1.72143)  0.321
H (0.54648, 2.34253, 0.95879)  0.335
C (2.33141, -0.64193, 0.88551)  -1.100
H (-1.22991, 1.11385, -1.24091)  0.433
H (-3.46399, 1.51370, 0.74084)  0.246
C (0.34534, 0.00794, -0.32842)  0.296
H (0.53940, 0.26280, -2.44810)  0.400
H (-2.80631, -1.99362, -1.69744)  0.344
C (3.06113, -0.65426, -0.30991)  1.008
H (4.64715, -2.00513, 0.18991)  0.328
H (2.83047, -0.87055, 1.82590)  0.405
C (-1.06139, 0.54454, -0.30314)  -0.637
H (4.98085, -0.28704, 0.42946)  0.346
C (-0.34402, 2.09101, 1.55225)  -0.865
H (-2.00146, -0.58542, -2.50167)  0.339
C (4.50509, -1.00939, -0.23554)  -1.405
C (-1.95697, -1.30871, -1.68058)  -0.800
N (-1.38106, 1.38110, 0.81830)  0.218
C (0.96310, -0.38483, 0.85746)  -0.188
H (4.94946, -0.99590, -1.23052)  0.368
H (-2.77759, -2.23526, 0.63892)  0.407
C (-1.92622, -1.55631, 0.76055)  -0.813
H (-2.95678, -0.12357, -0.30397)  0.409

Computed properties:
**LUMO level**: -2.67 eV
**HOMO**: -12.4 eV
**Total charge**: +1
**Energy above the lowest of the compared OMol25 structures with the same formula, charge and spin**: 5.2 kcal per mole
**Structure (SMILES)**: Cc1ccc([C@H](N(C)C)[NH+](C)C)cc1
**Molecular weight**: 193.31 Da
**Max |F|**: 2.147 eV Å⁻¹
**Calculated total energy**: -15758.180 eV